{
  "formula": "C5H8O",
  "method": "ωB97M-V/def2-TZVPD",
  "symbols": ["C", "C", "C", "C", "C", "O", "H", "H", "H", "H", "H", "H", "H", "H"],
  "positions_angstrom": [[-0.28196, 1.62258, -0.02502], [0.67423, 0.52811, -0.10319], [-1.11550, -1.11095, -0.58802], [1.90680, 0.12902, -0.02456], [-0.74963, -1.50680, 0.68508], [-0.30758, -0.73923, -1.50334], [-2.19225, -0.94240, -0.76590], [-1.30985, 1.30530, -0.17377], [-0.18939, 2.10676, 0.95277], [-0.01350, 2.37351, -0.77772], [2.37538, -0.13845, 0.91591], [2.46741, -0.08982, -0.92985], [0.25146, -1.83212, 0.91444], [-1.51563, -1.70551, 1.42316]],
  "e_above_lowest_kj_mol": 510.0,
  "total_charge": 0,
  "e_tot_ev": -7356.969
}

=====

{
  "formula": "C27H35BrN4P2Pd",
  "method": "ωB97M-V/def2-TZVPD",
  "symbols": ["Pd", "C", "C", "C", "C", "C", "C", "C", "C", "C", "H", "H", "H", "H", "H", "H", "H", "H", "H", "H", "H", "H", "H", "H", "H", "P", "P", "N", "N", "N", "N", "C", "C", "C", "C", "C", "C", "C", "C", "C", "C", "C", "C", "C", "C", "C", "C", "C", "C", "H", "H", "H", "H", "H", "H", "H", "H", "H", "H", "H", "H", "H", "H", "H", "H", "H", "H", "H", "H", "Br"],
  "positions_angstrom": [[1.08966, 2.17699, 4.46056], [2.58427, 0.29192, 4.79612], [2.44741, 0.78123, 3.49713], [1.66111, 0.10584, 2.40412], [0.20244, 0.55101, 2.17048], [-0.46259, 1.07135, 3.41834], [-0.41334, 0.39618, 4.64002], [0.30597, -0.88557, 4.88671], [1.75982, -0.73705, 5.45046], [0.16467, 3.10611, 5.98687], [3.44228, 0.66624, 5.35703], [3.22642, 1.47786, 3.15598], [1.70797, -0.98152, 2.52032], [2.21453, 0.38393, 1.49835], [0.20632, 1.35652, 1.42424], [-0.38255, -0.27274, 1.71902], [-1.23197, 1.83865, 3.29115], [-1.06545, 0.75086, 5.44500], [0.33015, -1.50733, 3.98076], [-0.26384, -1.45401, 5.63801], [1.70800, -0.49852, 6.52628], [2.25729, -1.71793, 5.37452], [0.52762, 2.68303, 6.92625], [-0.91146, 2.89471, 5.84777], [0.39167, 4.18164, 5.92304], [-1.98491, 0.28035, -1.71076], [1.34654, 0.21337, -2.20869], [-3.20877, -0.83685, -1.12013], [-3.08958, 1.11979, -2.91327], [1.80466, -1.41056, -1.64762], [2.74433, 0.46462, -3.25802], [-1.20774, -0.85788, -2.94651], [0.15753, -0.38889, -3.48913], [-3.45558, -1.02859, 0.25294], [-4.46184, -1.97825, 0.39614], [-4.86614, -2.38009, -0.91840], [-4.05825, -1.69715, -1.82896], [-3.30956, 2.50234, -2.90085], [-4.10232, 2.85262, -3.99273], [-4.40880, 1.64771, -4.69700], [-3.75189, 0.61178, -4.03489], [1.92841, -1.65821, -0.27838], [2.13965, -3.01058, -0.06959], [2.14887, -3.63640, -1.35455], [1.90654, -2.64013, -2.29883], [3.46528, -0.43882, -4.05441], [4.33278, 0.27918, -4.86921], [4.14867, 1.67224, -4.57358], [3.17885, 1.76432, -3.58827], [-1.88240, -0.98811, -3.80481], [-1.12880, -1.83865, -2.45499], [0.60688, -1.20950, -4.06388], [0.02034, 0.44906, -4.18850], [-2.87637, -0.47817, 0.97860], [-4.84954, -2.35216, 1.32669], [-5.64988, -3.08184, -1.16287], [-4.02237, -1.77200, -2.90393], [-2.88852, 3.10835, -2.10976], [-4.42491, 3.85124, -4.25886], [-5.04707, 1.54527, -5.56570], [-3.71360, -0.43441, -4.30143], [1.87082, -0.83204, 0.39854], [2.26807, -3.47815, 0.89814], [2.32776, -4.68076, -1.55416], [1.81887, -2.71694, -3.37333], [3.32175, -1.50561, -3.97381], [5.00674, -0.13645, -5.60585], [4.66505, 2.49563, -5.04472], [2.74176, 2.62300, -3.09639], [2.94224, 3.32693, 5.62717]],
  "multiplicity": 3,
  "e_above_lowest_kj_mol": 153.6,
  "total_charge": 0,
  "e_tot_ev": -126622.657
}

=====

{
  "formula": "C4H12NO2",
  "method": "ωB97M-V/def2-TZVPD",
  "symbols": ["C", "C", "N", "C", "C", "O", "H", "H", "H", "H", "H", "H", "H", "H", "H", "H", "H", "H", "O"],
  "positions_angstrom": [[-2.21393, 1.20803, 0.48478], [-1.51748, -0.26152, 0.48020], [-0.49922, -0.40835, -0.50166], [0.55884, 0.57517, -0.46564], [0.89117, 0.76748, -1.98871], [2.19134, 0.94572, -2.15662], [-3.25415, 1.06092, 0.72261], [-1.87443, 2.06900, 1.18261], [-2.07426, 1.60292, -0.51305], [-2.35948, -0.87360, 0.34912], [-1.28357, -0.51131, 1.60667], [-0.87953, -0.06160, -1.29441], [0.17326, 1.32202, 0.22129], [1.40600, 0.12819, 0.17576], [0.11748, 1.70257, -2.33933], [0.57394, -0.08348, -2.68971], [0.43836, -1.74068, 3.11659], [0.36891, -3.14815, 3.53988], [1.03747, -2.48864, 3.20284]],
  "multiplicity": 2,
  "e_above_lowest_kj_mol": 260.5,
  "total_charge": 0,
  "e_tot_ev": -9922.921
}

=====

{
  "formula": "C6H7LiO7Rb",
  "method": "ωB97M-V/def2-TZVPD",
  "symbols": ["O", "C", "C", "O", "C", "O", "O", "Rb", "Li", "H", "H", "H", "H", "O", "C", "C", "O", "O", "C", "H", "H", "H"],
  "positions_angstrom": [[-1.67392, -1.43065, -0.42233], [-2.47047, -1.63631, 0.74659], [-1.27434, -0.87183, 1.15138], [-1.76896, 1.25853, 0.48593], [-0.75430, 2.03037, 0.40024], [0.06000, 1.49063, -0.59898], [-0.40503, 2.95631, 1.09109], [-1.32334, -4.57791, -2.13729], [-1.93618, 0.33298, -1.22086], [-2.48748, -2.67361, 1.10068], [-3.43746, -1.12210, 0.77864], [-0.33066, -1.38358, 1.35473], [-1.43596, -0.18688, 1.98179], [2.53211, -0.44404, -0.76667], [2.38681, -0.23251, 0.53883], [2.11988, 0.70282, -1.51081], [2.73671, -0.97895, 1.40419], [1.86056, 0.98359, 0.76008], [1.44258, 1.57960, -0.45830], [1.42791, 0.38213, -2.29574], [3.00039, 1.18693, -1.94669], [1.73114, 2.63445, -0.43651]],
  "total_charge": 1,
  "e_tot_ev": -21521.330
}

=====

{
  "formula": "C4H5IN2S",
  "method": "ωB97M-V/def2-TZVPD",
  "symbols": ["C", "C", "C", "C", "N", "N", "S", "I", "H", "H", "H", "H", "H"],
  "positions_angstrom": [[-0.61127, 2.19239, -0.07692], [0.83958, 0.34877, 0.07093], [-1.77179, 0.22069, -0.16622], [1.97828, -2.26649, 0.03151], [0.41082, 1.47339, -0.20422], [-1.85142, 1.55763, -0.03203], [1.66806, -0.74513, -0.89822], [-3.68021, -0.57172, 0.21738], [-0.52789, 3.28530, 0.10142], [3.06465, -2.59616, 0.27917], [1.59366, -3.08480, -0.64750], [1.41718, -2.05343, 0.94106], [-2.52964, 2.23956, 0.38364]],
  "e_above_lowest_kj_mol": 392.1,
  "total_charge": 0,
  "e_tot_ev": -26140.204
}

=====

{
  "formula": "C42H55AsBF5N14Sr",
  "method": "ωB97M-V/def2-TZVPD",
  "symbols": ["Sr", "C", "C", "N", "N", "C", "B", "N", "C", "C", "C", "N", "N", "C", "C", "C", "N", "H", "H", "H", "H", "H", "H", "H", "H", "H", "H", "C", "N", "C", "C", "N", "C", "C", "C", "C", "C", "C", "C", "C", "C", "N", "C", "N", "C", "C", "N", "C", "C", "C", "N", "C", "C", "H", "H", "H", "H", "H", "H", "H", "H", "H", "H", "H", "H", "H", "H", "H", "H", "H", "H", "H", "H", "H", "H", "H", "H", "H", "H", "H", "H", "H", "H", "C", "C", "N", "C", "C", "N", "H", "H", "H", "H", "H", "H", "C", "As", "C", "C", "H", "H", "H", "H", "H", "H", "H", "H", "H", "F", "C", "C", "C", "F", "C", "F", "C", "F", "C", "F"],
  "positions_angstrom": [[0.52812, 0.74124, 1.36086], [-0.70526, -3.45665, 3.84443], [-0.39686, -2.76025, 2.67132], [-0.24221, -1.45976, 2.90668], [-0.45279, -1.29599, 4.22613], [-0.73213, -2.47250, 4.81143], [-0.43068, 0.08508, 4.92399], [0.97485, 0.72028, 4.84779], [1.74845, 1.04005, 5.89869], [2.92666, 1.58177, 5.42814], [2.77837, 1.55535, 4.03864], [1.60236, 1.03602, 3.69514], [-1.50699, 0.99013, 4.30492], [-2.56246, 1.51844, 4.94800], [-3.32530, 2.21432, 4.03512], [-2.63690, 2.05354, 2.82765], [-1.54469, 1.31483, 2.99278], [-0.88601, -4.51016, 3.96844], [-0.28408, -3.14623, 1.67145], [-0.93257, -2.52181, 5.86851], [-0.69406, -0.08257, 6.08524], [1.40267, 0.86353, 6.90326], [3.75808, 1.95287, 6.00107], [3.45650, 1.90550, 3.27707], [-2.69201, 1.35984, 6.00545], [-4.23181, 2.76499, 4.21576], [-2.87258, 2.44704, 1.85376], [-2.44043, -0.89483, 0.59402], [-3.19262, 0.08126, -0.17724], [-4.60686, -0.25710, -0.23327], [-2.56344, 0.73142, -1.22483], [-1.30825, 0.50228, -1.42234], [-0.56960, 1.23234, -2.36184], [-0.59333, 2.60723, -2.36630], [0.06795, 3.34969, -3.35667], [0.75514, 2.70957, -4.34305], [0.86278, 1.29600, -4.34377], [1.60574, 0.66162, -5.37081], [1.72693, -0.69551, -5.39390], [1.14191, -1.46769, -4.37616], [0.42069, -0.90199, -3.34321], [0.03503, -1.75635, -2.30066], [-0.70503, -2.78420, -2.50486], [-1.67104, -2.92591, -3.48615], [-2.28328, -1.76177, -4.08242], [-1.79383, -4.14904, -4.25271], [-0.58226, -3.88903, -1.67756], [-1.76165, -4.50071, -1.08946], [0.62096, -3.97878, -0.88078], [0.23348, 0.52703, -3.32343], [-3.40140, 1.55456, -1.96983], [-4.18523, 2.58845, -1.31559], [-3.27450, 1.74774, -3.39950], [-2.85257, -1.89405, 0.41771], [-1.40964, -0.92067, 0.24404], [-2.48241, -0.68201, 1.66082], [-5.01112, -0.26541, 0.78038], [-4.74539, -1.25772, -0.66232], [-5.17434, 0.44784, -0.82552], [-1.16856, 3.11415, -1.60575], [0.01057, 4.43134, -3.33643], [1.24807, 3.26577, -5.13170], [2.06366, 1.27720, -6.13579], [2.28307, -1.18591, -6.18383], [1.28380, -2.54294, -4.36679], [-2.26590, -0.94999, -3.36239], [-3.32446, -1.99269, -4.32271], [-1.77801, -1.43448, -4.99824], [-1.25579, -4.95545, -3.76269], [-1.38076, -4.01609, -5.25980], [-2.84406, -4.43622, -4.35343], [-2.64019, -4.25924, -1.68171], [-1.92862, -4.14440, -0.06631], [-1.64999, -5.58668, -1.05679], [1.49800, -3.88861, -1.51908], [0.64310, -4.95254, -0.38950], [0.68623, -3.19519, -0.11888], [-4.18656, 2.44521, -0.23918], [-5.21807, 2.57629, -1.67878], [-3.75736, 3.57405, -1.52340], [-2.59171, 1.03085, -3.84350], [-2.90188, 2.74783, -3.64002], [-4.25918, 1.62500, -3.86191], [3.11399, -1.47948, -1.37416], [2.99842, -0.00426, -1.49552], [2.32476, 0.81754, -0.71578], [2.55990, 2.08761, -1.21661], [3.36361, 2.01912, -2.30479], [3.64339, 0.68161, -2.46564], [2.31239, -1.84749, -0.74418], [4.07617, -1.76073, -0.93948], [3.01777, -1.95113, -2.35367], [2.10727, 2.95635, -0.77355], [3.73671, 2.77507, -2.97134], [4.13434, 0.26509, -3.23724], [2.93382, -2.06682, 4.06777], [2.97493, -1.69439, 2.15243], [4.83505, -1.07516, 2.03511], [3.22590, -3.55922, 1.58728], [3.78265, -2.69179, 4.34870], [2.00653, -2.58707, 4.30924], [2.97205, -1.13221, 4.62488], [5.54383, -1.89408, 2.16032], [4.99531, -0.34482, 2.82853], [5.00917, -0.58121, 1.07963], [4.06913, -4.00318, 2.11690], [3.39980, -3.62762, 0.51415], [2.32072, -4.11616, 1.83335], [-1.90667, 3.78332, 0.34874], [-0.69629, 4.30231, 0.75243], [0.34941, 3.46323, 1.04290], [1.49345, 4.13791, 1.39226], [2.62962, 3.41745, 1.67540], [1.62999, 5.51305, 1.46786], [2.78570, 6.09889, 1.81716], [0.53306, 6.29842, 1.16246], [0.61721, 7.63325, 1.21518], [-0.65117, 5.68475, 0.79402], [-1.71633, 6.44140, 0.47947]],
  "e_above_lowest_kj_mol": 22.6,
  "total_charge": 0,
  "e_tot_ev": -141250.061
}

=====

Please write out number 4 again, unchanged.
{
  "formula": "C6H7LiO7Rb",
  "method": "ωB97M-V/def2-TZVPD",
  "symbols": ["O", "C", "C", "O", "C", "O", "O", "Rb", "Li", "H", "H", "H", "H", "O", "C", "C", "O", "O", "C", "H", "H", "H"],
  "positions_angstrom": [[-1.67392, -1.43065, -0.42233], [-2.47047, -1.63631, 0.74659], [-1.27434, -0.87183, 1.15138], [-1.76896, 1.25853, 0.48593], [-0.75430, 2.03037, 0.40024], [0.06000, 1.49063, -0.59898], [-0.40503, 2.95631, 1.09109], [-1.32334, -4.57791, -2.13729], [-1.93618, 0.33298, -1.22086], [-2.48748, -2.67361, 1.10068], [-3.43746, -1.12210, 0.77864], [-0.33066, -1.38358, 1.35473], [-1.43596, -0.18688, 1.98179], [2.53211, -0.44404, -0.76667], [2.38681, -0.23251, 0.53883], [2.11988, 0.70282, -1.51081], [2.73671, -0.97895, 1.40419], [1.86056, 0.98359, 0.76008], [1.44258, 1.57960, -0.45830], [1.42791, 0.38213, -2.29574], [3.00039, 1.18693, -1.94669], [1.73114, 2.63445, -0.43651]],
  "total_charge": 1,
  "e_tot_ev": -21521.330
}